# C5H11NO

A structure of composition C5H11NO (ωB97M-V/def2-TZVPD, OMol25).

Energy relative to the best compared isomer or geometry (same formula, charge and spin), kcal per mole: 98.6
Orbital gap, eV: 10.201

```
! wB97M-V def2-TZVPD RIJCOSX def2/J DEFGRID3
* xyz 0 1
C -1.755 1.929 0.234
C -0.802 0.787 0.570
C -1.015 -0.699 0.453
N -0.111 0.050 -0.407
C 1.290 0.035 -0.278
C 1.947 -1.288 -0.743
O 1.328 -2.446 -0.221
H -1.175 2.810 -0.065
H -2.334 2.195 1.123
H -2.480 1.727 -0.574
H 0.175 0.967 1.418
H -1.789 -1.211 -0.132
H -0.640 -1.280 1.293
H 1.717 0.883 -0.838
H 1.365 0.489 1.069
H 2.040 -1.382 -1.848
H 2.966 -1.277 -0.358
H 0.488 -2.572 -0.681
*
```

# C7H10

An isolated molecule of C7H10 (ωB97M-V/def2-TZVPD, OMol25).

Energy relative to the best compared isomer or geometry (same formula, charge and spin), kcal per mole: 60.5
Orbital gap, eV: 10.312

```
! wB97M-V def2-TZVPD RIJCOSX def2/J DEFGRID3
* xyz 0 1
C -2.061 -0.875 -0.235
C -0.720 -0.810 0.510
C 0.343 0.179 0.019
C 0.462 1.476 0.797
C 1.538 0.449 0.921
C 0.823 0.125 -1.352
C 1.467 0.056 -2.370
H -2.522 0.108 -0.381
H -2.767 -1.478 0.351
H -1.964 -1.354 -1.215
H -0.929 -0.543 1.555
H -0.287 -1.817 0.530
H 0.675 2.406 0.281
H -0.212 1.567 1.644
H 1.647 -0.156 1.813
H 2.468 0.668 0.403
H 2.037 -0.001 -3.271
*
```

# C7H10N2O4

The ion C7H10N2O4 with charge -2 (ωB97M-V/def2-TZVPD, OMol25).

Orbital gap, eV: 7.076

```
! wB97M-V def2-TZVPD RIJCOSX def2/J DEFGRID3
* xyz -2 1
C -0.882 2.353 0.442
C -0.954 1.734 -0.738
C -0.109 0.573 -1.234
C 1.436 0.715 -1.005
O 2.161 0.053 -1.774
O 1.834 1.458 -0.071
N -0.601 -0.721 -0.737
C -0.318 -0.907 0.675
C 0.994 -1.685 0.900
N 1.828 -1.023 1.923
C -2.015 -0.995 -1.096
O -2.914 -0.464 -0.407
O -2.170 -1.766 -2.078
H -1.761 2.869 0.828
H 0.011 2.383 1.046
H -1.735 2.061 -1.419
H -0.222 0.538 -2.320
H -0.296 0.024 1.253
H -1.135 -1.494 1.098
H 0.787 -2.708 1.228
H 1.513 -1.736 -0.058
H 2.801 -1.242 1.755
H 1.746 -0.020 1.788
*
```

# C25H46BMnNP2

A structure of composition C25H46BMnNP2 (ωB97M-V/def2-TZVPD, OMol25).

Energy relative to the best compared isomer or geometry (same formula, charge and spin), kcal per mole: 0.0
Orbital gap (alpha / beta), eV: 5.624 / 7.231
⟨S²⟩: 6.259

```
! wB97M-V def2-TZVPD RIJCOSX def2/J DEFGRID3
* xyz 1 5
Mn 0.166 -0.423 0.742
C -0.688 -1.928 2.314
C 0.709 -2.111 1.927
C 0.594 -0.542 3.656
C -0.727 -0.987 3.391
C 1.482 -1.196 2.755
C -1.794 -2.851 1.945
H -1.599 -3.371 1.001
H -2.753 -2.324 1.835
H -1.933 -3.618 2.722
C -1.902 -0.738 4.256
H -2.794 -1.221 3.838
H -2.113 0.333 4.384
H -1.719 -1.161 5.257
C 0.985 0.300 4.814
H 0.812 -0.245 5.756
H 0.394 1.225 4.866
H 2.051 0.559 4.780
C 2.960 -1.253 2.884
H 3.246 -1.884 3.742
H 3.416 -0.268 3.054
H 3.423 -1.692 1.991
C 1.252 -3.286 1.184
H 1.478 -4.135 1.850
H 2.175 -3.015 0.653
H 0.532 -3.639 0.436
C -1.806 0.660 -3.660
C -1.843 -0.677 -3.824
C -0.988 -1.431 -4.790
C 0.477 -0.956 -4.860
C 1.094 -0.408 -3.599
C 1.290 0.915 -3.460
C 0.473 1.964 -4.183
C -1.026 1.629 -4.500
H -1.434 -1.348 -5.799
H 0.586 -0.266 -5.710
H -0.994 -2.507 -4.554
H -1.124 1.388 -5.571
H -2.564 1.106 -3.001
H -2.682 -1.251 -3.412
H -1.572 2.580 -4.393
H 0.487 2.919 -3.623
H 2.159 1.308 -2.918
H 0.967 2.202 -5.142
H 1.091 -1.815 -5.163
H 1.580 -1.139 -2.938
P -1.439 0.090 -0.562
P 1.682 1.130 0.276
C -0.623 1.552 -1.305
C 0.644 2.244 -0.731
H -1.380 2.298 -1.580
H -0.293 1.042 -2.210
H 1.281 2.607 -1.547
H 0.357 3.111 -0.119
C 2.313 2.245 1.565
H 2.883 1.671 2.313
H 1.465 2.754 2.053
H 2.969 2.969 1.052
C 3.188 0.463 -0.505
H 3.613 1.212 -1.188
H 2.971 -0.471 -1.048
H 3.905 0.232 0.304
C -3.194 0.304 -0.458
H -3.654 -0.614 -0.068
H -3.627 0.499 -1.442
H -3.409 1.150 0.210
C -0.958 -1.593 -1.112
H -0.007 -1.954 -0.658
H -0.792 -1.595 -2.198
H -1.768 -2.305 -0.878
B -1.425 2.934 3.513
C -1.160 1.987 2.364
N -0.868 1.165 1.571
H -1.489 2.255 4.540
H -2.501 3.474 3.314
H -0.508 3.736 3.600
*
```

# C3H4O3Tl

A structure of composition C3H4O3Tl (ωB97M-V/def2-TZVPD, OMol25).

Energy relative to the best compared isomer or geometry (same formula, charge and spin), kcal per mole: 139.6
Orbital gap (alpha / beta), eV: 4.199 / 4.202

```
! wB97M-V def2-TZVPD RIJCOSX def2/J DEFGRID3
* xyz -1 1
O -0.232 -1.395 0.078
C -1.250 -0.604 -0.358
C -1.147 0.818 0.132
O -0.695 1.012 1.270
Tl 1.076 -0.562 1.677
H -2.273 -0.939 -0.047
H -1.318 -0.502 -1.473
H -1.816 1.568 -0.345
C 2.674 1.060 0.336
O 2.678 -0.180 -0.153
H 2.304 -0.276 -1.117
*
```

# C4H7ClN2S

An isolated molecule of C4H7ClN2S (ωB97M-V/def2-TZVPD, OMol25).

Energy relative to the best compared isomer or geometry (same formula, charge and spin), kcal per mole: 51.4
Orbital gap, eV: 9.190

```
! wB97M-V def2-TZVPD RIJCOSX def2/J DEFGRID3
* xyz 0 1
C 1.447 1.618 0.118
C 0.043 -0.423 -0.096
C -1.068 -1.141 -0.055
C -2.580 -0.912 0.229
H 4.415 -0.210 -0.258
H 1.432 2.764 0.215
H -0.496 1.620 -0.320
H 0.996 -0.892 -0.212
H -0.836 -2.246 -0.074
H -3.325 -1.454 -0.481
H -2.898 -1.214 1.287
N 2.660 1.191 0.274
N 0.247 0.979 -0.334
S 3.149 -0.506 -0.146
Cl -3.186 0.827 -0.145
*
```

In order of appearance, total energy = -8897.424; -7418.410; -18590.656; -78724.842; -14006.213; -30597.060 eV.
In order of appearance, maximum force = 3.813; 0.497; 1.078; 5.033; 3.112; 2.787 eV/A.